# 1
Density functional theory data (ωB97M-V with the def2-TZVPD basis set) for a single C6H10 molecule.

Calculated values
* Kohn-Sham gap: 10.552 eV
* HOMO energy: -0.3455 hartree
* lowest unoccupied orbital energy: 1.2 eV
* 2S+1: 1
* relative energy (zero: lowest compared OMol25 entry of this formula, charge and spin): 1.575 eV
* E: -234.54462 a.u.
* structure (SMILES): C=C=CCCC

Structure (XYZ):
```
16
Properties=species:S:1:pos:R:3:forces:R:3:mulliken_charge:R:1
C -0.656 1.152 0.013 0.0 0.1 -0.1 -0.5546
C 0.218 0.426 -1.020 0.0 0.1 -0.1 -0.5328
C 1.648 0.119 -0.559 0.0 0.0 0.0 -0.9757
C -0.693 -2.130 0.779 0.0 0.0 0.1 -0.7300
C -0.862 -0.910 1.212 0.1 0.0 -0.2 0.2798
C -0.948 0.388 1.296 0.0 -0.3 -0.1 -0.5704
H 0.260 1.102 -1.879 0.1 -0.1 0.0 0.3643
H -0.169 2.103 0.254 -0.1 -0.1 0.1 0.3498
H -1.614 1.399 -0.467 0.1 0.1 0.1 0.3011
H -0.265 -0.492 -1.380 0.0 0.2 0.1 0.3246
H 1.731 -0.815 0.006 -0.1 0.2 -0.1 0.2126
H 2.317 0.036 -1.422 -0.1 0.0 0.1 0.3416
H 2.029 0.922 0.082 0.0 -0.1 -0.1 0.2726
H -1.510 -2.651 0.290 0.1 -0.1 0.2 0.2597
H 0.277 -2.615 0.829 -0.2 0.0 0.1 0.2786
H -1.255 0.918 2.199 0.1 -0.2 -0.3 0.3788
```
Positions in Å, forces in eV/Å.



# 2
Density functional theory data (ωB97M-V with the def2-TZVPD basis set) for a single C6H10 molecule.

Calculated values
* Kohn-Sham gap: 8.692 eV
* HOMO energy: -0.3248 hartree
* lowest unoccupied orbital energy: -0.1 eV
* 2S+1: 1
* relative energy (zero: lowest compared OMol25 entry of this formula, charge and spin): 4.349 eV
* E: -234.44267 a.u.

Structure (XYZ):
```
16
Properties=species:S:1:pos:R:3:forces:R:3:mulliken_charge:R:1
C -0.949 -0.789 1.408 0.0 -0.1 0.0 -1.2113
C -0.798 0.523 0.649 -0.2 0.1 -0.1 -0.5597
C 0.662 0.924 0.371 0.0 0.0 0.0 -0.5193
C 1.035 0.494 -1.025 0.2 0.1 -0.2 -0.0146
C 0.565 -0.761 -1.647 -0.2 -0.3 -0.1 -0.2790
C -0.117 0.519 -1.984 0.1 0.0 -0.2 -0.4682
H -0.507 -0.715 2.409 -0.1 0.0 -0.1 0.3476
H -2.003 -1.055 1.522 0.1 0.0 0.0 0.3362
H -0.448 -1.618 0.897 -0.1 0.1 0.1 0.2940
H -1.301 1.331 1.181 0.0 -0.1 0.1 0.4080
H 0.765 2.012 0.427 0.0 -0.1 0.0 0.2979
H 1.366 0.504 1.101 -0.2 0.0 0.0 0.3212
H 1.963 0.890 -1.411 0.2 0.1 -0.1 0.3734
H -0.017 -1.506 -1.127 -0.2 0.0 0.1 0.0726
H 1.125 -1.225 -2.448 0.2 0.2 -0.1 0.2846
H -1.341 0.472 -0.324 0.2 0.0 0.5 0.3166
```
Positions in Å, forces in eV/Å.